# 1
Molecular formula: C4H13N2O2
Method: DFT, wB97M-V/def2-TZVPD

Computed properties:
Charge   +1
Energy   -419.94384 Eh
Energy above the lowest of the compared OMol25 structures with the same formula, charge and spin   214.22 kJ/mol
LUMO energy   -0.1059 Ha
Gap between HOMO and LUMO   11.9 eV
HOMO level   -14.755 eV

Each line ends with the Mulliken charge.
Cartesian coordinates (Å):
C  1.846  1.265  -2.195  -1.404
C  -2.794  -0.393  2.453  -0.557
C  1.132  0.056  -1.588  0.595
C  0.455  0.418  -0.285  0.119
N  -0.072  1.470  0.114  -0.566
N  0.456  -0.683  0.696  -0.141
O  -2.016  -1.224  1.576  -0.603
O  2.005  -1.022  -1.295  -0.601
H  2.577  1.671  -1.499  0.382
H  1.132  2.043  -2.452  0.389
H  2.358  0.971  -3.107  0.399
H  -2.365  0.605  2.389  0.273
H  -2.739  -0.763  3.477  0.267
H  0.347  -0.288  -2.286  0.173
H  -0.094  2.272  -0.502  0.261
H  -3.831  -0.369  2.107  0.262
H  0.965  -1.475  0.270  0.390
H  -0.544  -0.928  1.006  0.315
H  0.942  -0.379  1.547  0.377
H  -2.396  -2.113  1.591  0.309
H  2.634  -1.135  -2.017  0.364


# 2
Molecular formula: C20H27N2O3PSSr
Method: DFT, wB97M-V/def2-TZVPD

Computed properties:
Energy   -1883.71583 Eh
Energy above the lowest of the compared OMol25 structures with the same formula, charge and spin   54.26 kJ/mol
LUMO energy   -0.0193 Ha
Gap between HOMO and LUMO   6.3 eV
HOMO level   -6.787 eV

Each line ends with the Mulliken charge.
Cartesian coordinates (Å):
C  -0.223  0.222  -5.104  -0.806
C  -1.184  0.907  -4.371  -0.768
C  -1.141  0.880  -2.954  0.399
C  -0.143  0.160  -2.329  0.797
C  0.835  -0.517  -3.031  0.401
C  0.805  -0.465  -4.448  -0.742
C  -2.178  1.647  -2.134  -0.918
C  -3.150  0.865  -1.200  -0.777
N  -2.583  -0.302  -0.506  0.678
Sr  0.105  0.452  0.345  0.802
C  1.920  -1.300  -2.315  -1.248
P  1.268  -2.031  -0.730  0.682
H  -1.974  1.492  -4.844  0.341
H  1.563  -0.987  -5.035  0.362
H  -0.271  0.270  -6.193  0.348
H  2.753  -0.629  -2.025  0.379
H  2.282  -2.147  -2.921  0.411
H  -1.652  2.404  -1.509  0.110
H  -2.816  2.214  -2.836  0.343
H  -3.493  1.570  -0.424  0.425
C  2.747  -2.751  0.030  -1.207
C  0.404  -3.475  -1.429  -1.452
H  -4.016  0.551  -1.825  0.272
C  -2.703  -1.518  -1.342  -1.286
C  -3.262  -0.525  0.768  -1.216
H  0.993  -0.663  2.171  -0.273
H  -3.773  -1.765  -1.539  0.392
H  -2.196  -1.365  -2.312  0.319
H  -2.248  -2.367  -0.804  0.278
H  -4.338  -0.704  0.647  0.350
H  -2.846  -1.406  1.252  0.318
H  -3.126  0.347  1.412  0.382
H  1.161  -4.103  -1.915  0.422
H  -0.113  -4.010  -0.626  0.369
H  -0.354  -3.160  -2.153  0.303
H  3.275  -3.364  -0.720  0.384
H  3.383  -1.935  0.417  0.318
H  2.423  -3.343  0.899  0.370
H  0.932  0.281  2.596  0.071
O  3.025  1.703  3.902  -0.594
S  1.648  1.806  4.275  0.988
O  1.133  1.026  5.359  -0.618
N  0.753  1.524  2.869  -0.179
C  -0.110  2.468  2.441  1.020
O  -0.963  2.295  1.507  -0.830
C  0.148  3.692  3.217  -0.042
C  -0.343  4.975  2.983  -0.440
C  0.149  6.041  3.704  -0.616
C  1.128  5.802  4.690  -0.442
C  1.610  4.501  4.954  -0.531
C  1.079  3.464  4.218  0.284
H  -1.112  5.093  2.225  0.460
H  -0.202  7.061  3.552  0.391
H  1.526  6.605  5.291  0.399
H  2.385  4.259  5.674  0.421


# 3
Molecular formula: C70H69N3O14PS
Method: DFT, wB97M-V/def2-TZVPD

Computed properties:
Charge   +1
Energy   -4665.95944 Eh
LUMO energy   -0.1013 Ha
Gap between HOMO and LUMO   8.0 eV
HOMO level   -10.732 eV

Each line ends with the Mulliken charge.
Cartesian coordinates (Å):
C  10.149  -0.694  -0.775  -0.737
C  9.823  -0.577  -2.233  0.577
O  10.104  -1.413  -3.049  -0.547
O  9.232  0.601  -2.616  -0.397
C  7.844  0.715  -2.288  -0.619
C  6.958  0.223  -3.445  -0.165
C  5.882  1.245  -3.808  -1.218
C  4.690  0.680  -4.584  -0.856
C  4.032  -0.476  -3.821  -1.608
C  2.556  -0.690  -4.150  -0.376
C  1.605  -0.297  -2.999  -0.085
O  2.064  -0.702  -1.697  -0.388
C  1.728  -1.877  -1.085  0.189
O  0.608  -2.303  -1.051  -0.541
C  2.847  -2.545  -0.376  0.641
C  4.182  -2.355  -0.708  0.101
C  5.178  -2.990  -0.002  -0.987
C  4.848  -3.816  1.056  -0.469
C  3.518  -4.018  1.381  -0.686
C  2.523  -3.390  0.677  -0.717
C  0.125  -0.503  -3.418  -1.126
O  -0.844  -0.380  -2.437  0.304
C  -0.883  0.879  -1.769  -1.231
C  -2.314  1.214  -1.388  0.549
C  -3.060  1.780  -2.598  -1.845
C  -2.994  0.013  -0.670  -1.087
C  -4.400  -0.384  -1.133  1.436
C  -5.434  0.537  -0.494  -1.690
C  -4.695  -1.835  -0.652  -1.351
C  -0.254  -1.762  -4.231  -0.796
C  -0.968  -2.913  -3.495  -0.454
P  -0.359  -4.574  -3.659  0.217
O  0.110  -4.917  -5.022  -0.779
O  -1.636  -5.388  -3.178  -0.450
O  0.751  -4.816  -2.537  -0.421
N  0.826  -2.128  -5.214  0.174
C  2.288  -2.056  -4.773  0.174
N  2.722  -3.148  -3.997  -0.227
N  2.950  -2.058  -6.089  -0.717
C  3.960  -2.697  -6.322  0.495
S  5.245  -3.501  -6.611  -0.322
H  10.931  0.021  -0.518  0.206
H  10.532  -1.686  -0.563  0.368
H  9.294  -0.486  -0.136  0.304
H  7.640  0.156  -1.372  0.248
H  7.658  1.764  -2.061  0.399
H  7.643  0.036  -4.270  0.425
H  6.538  -0.738  -3.147  0.144
H  6.358  2.034  -4.392  0.491
H  5.519  1.708  -2.887  0.491
H  5.014  0.369  -5.576  0.315
H  3.964  1.495  -4.653  0.315
H  4.610  -1.382  -3.993  0.733
H  4.146  -0.261  -2.760  0.963
H  2.309  0.030  -4.937  1.153
H  1.707  0.788  -2.971  0.497
H  4.452  -1.712  -1.528  0.543
H  6.210  -2.814  -0.269  0.556
H  5.641  -4.290  1.615  0.419
H  3.262  -4.663  2.209  0.430
H  1.484  -3.536  0.930  0.489
H  -0.031  0.341  -4.112  0.782
H  -0.473  1.681  -2.393  0.583
H  -0.255  0.835  -0.874  0.216
H  -2.237  2.029  -0.665  0.406
H  -3.173  1.044  -3.393  0.268
H  -4.025  2.201  -2.333  0.430
H  -2.475  2.605  -3.011  0.509
H  -2.318  -0.840  -0.710  0.148
H  -3.087  0.266  0.389  0.348
H  -4.484  -0.398  -2.218  0.299
H  -5.419  0.412  0.588  0.457
H  -6.445  0.334  -0.841  0.178
H  -5.221  1.591  -0.679  0.367
H  -4.842  -2.500  -1.504  0.305
H  -5.567  -1.878  -0.005  0.183
H  -3.843  -2.244  -0.108  0.333
H  -1.044  -1.410  -4.893  0.597
H  -1.065  -2.722  -2.429  0.087
H  -1.997  -2.969  -3.848  0.684
H  -1.527  -6.334  -3.346  0.378
H  1.360  -5.518  -2.804  0.363
H  0.779  -1.449  -5.976  0.606
H  0.657  -3.047  -5.658  0.654
H  2.341  -4.026  -4.328  0.419
H  2.527  -3.057  -3.010  -0.050
C  11.566  2.912  5.155  -0.505
C  12.615  3.035  6.060  -0.470
C  13.845  2.466  5.779  -0.589
C  14.030  1.764  4.596  0.235
C  12.972  1.625  3.695  0.125
C  11.744  2.209  3.976  -0.490
C  13.133  0.844  2.437  0.459
O  12.214  0.728  1.650  -0.635
C  14.452  0.204  2.176  0.251
C  14.614  -0.571  1.034  -0.449
C  15.836  -1.164  0.767  -0.595
C  16.905  -0.980  1.638  -0.463
C  16.749  -0.213  2.779  -0.651
C  15.522  0.375  3.056  0.368
C  15.370  1.174  4.306  0.511
O  16.301  1.337  5.064  -0.657
H  10.608  3.365  5.374  0.400
H  12.471  3.577  6.985  0.401
H  14.670  2.559  6.472  0.479
H  10.934  2.105  3.267  0.461
H  13.779  -0.704  0.361  0.516
H  15.959  -1.769  -0.121  0.419
H  17.861  -1.439  1.424  0.394
H  17.572  -0.066  3.465  0.484
C  -10.386  -3.177  4.792  -0.534
C  -9.079  -2.750  4.583  -0.575
C  -8.746  -2.066  3.426  -0.689
C  -9.720  -1.812  2.469  0.515
C  -11.029  -2.257  2.670  0.308
C  -11.359  -2.932  3.838  -0.769
C  -12.085  -2.031  1.642  0.561
O  -13.224  -2.405  1.820  -0.676
C  -11.696  -1.324  0.386  0.464
C  -12.650  -1.140  -0.607  -0.861
C  -12.313  -0.473  -1.772  -0.449
C  -11.025  0.018  -1.950  -0.752
C  -10.068  -0.167  -0.966  -0.451
C  -10.397  -0.843  0.202  0.499
C  -9.349  -1.056  1.241  0.545
O  -8.225  -0.624  1.088  -0.626
H  -10.643  -3.704  5.700  0.410
H  -8.319  -2.951  5.327  0.418
H  -7.735  -1.723  3.257  0.531
H  -12.377  -3.262  3.988  0.505
H  -13.650  -1.523  -0.456  0.509
H  -13.057  -0.334  -2.546  0.405
H  -10.767  0.544  -2.859  0.429
H  -9.063  0.209  -1.094  0.430
C  -12.397  1.984  3.569  -0.706
C  -11.353  1.475  2.805  0.084
C  -10.199  2.217  2.615  -0.633
C  -10.089  3.480  3.182  -0.170
C  -11.146  4.000  3.934  0.212
C  -12.294  3.244  4.132  -0.850
C  -11.073  5.368  4.522  0.646
O  -11.986  5.817  5.180  -0.662
C  -9.841  6.170  4.266  0.196
C  -9.768  7.466  4.759  -0.579
C  -8.630  8.224  4.544  -0.476
C  -7.557  7.688  3.841  -0.498
C  -7.626  6.398  3.344  -0.513
C  -8.770  5.636  3.548  0.097
C  -8.834  4.259  2.979  0.476
O  -7.897  3.790  2.368  -0.692
H  -13.293  1.396  3.720  0.464
H  -11.441  0.498  2.358  0.451
H  -9.378  1.827  2.027  0.775
H  -13.101  3.654  4.724  0.485
H  -10.607  7.871  5.307  0.477
H  -8.576  9.235  4.925  0.404
H  -6.666  8.280  3.679  0.394
H  -6.799  5.971  2.793  0.466


# 4
Molecular formula: C7H10
Method: DFT, wB97M-V/def2-TZVPD

Computed properties:
⟨S²⟩   0.786
Multiplicity   2
Charge   -1
Energy   -272.61786 Eh
Energy above the lowest of the compared OMol25 structures with the same formula, charge and spin   78.47 kJ/mol
LUMO energy (spin up / spin down)   0.1550 / 0.1520 Ha
Gap between HOMO and LUMO (spin up / spin down)   4.8 / 6.4 eV
HOMO level (spin up / spin down)   -0.574 / -2.251 eV

Each line ends with the Mulliken charge.
Cartesian coordinates (Å):
C  2.514  1.226  -0.590  -1.264
C  1.257  0.379  -0.649  0.719
C  0.994  -0.258  -1.846  -1.091
C  -0.851  -0.631  0.404  -0.479
C  0.207  0.319  0.330  -0.330
C  -3.045  -1.059  1.457  -0.868
C  -2.073  -0.187  1.001  -0.310
H  2.725  1.370  0.469  0.346
H  3.382  0.629  -0.914  0.300
H  2.457  2.141  -1.165  0.281
H  0.275  -1.078  -1.891  0.262
H  1.668  -0.329  -2.723  0.260
H  -0.670  -1.700  0.412  0.310
H  -0.003  1.226  0.911  0.149
H  -3.907  -0.709  1.995  0.270
H  -2.888  -2.130  1.334  0.239
H  -2.041  0.792  1.464  0.206